Density functional theory data (ωB97M-V with the def2-TZVPD basis set) for a structure of composition C64H71N2O5PS2Ti in a non-equilibrium geometry.

- Calculated total energy: -134781.122 eV
- F_max: 2.5 eV Å⁻¹
- ΔE to the lowest compared entry with this formula, charge and spin: 1.713 eV
- Kohn-Sham gap: 0.19862 Ha
- Highest occupied orbital energy: -16.8 eV

```
! RIJCOSX wB97M-V def2-TZVPD def2/J DEFGRID3
* xyz 4 1
Ti -0.61 -0.13 0.13
O -3.90 5.79 2.57
C -4.93 5.15 1.86
C -4.36 3.90 1.27
C -4.54 3.47 -0.04
C -3.88 2.33 -0.47
N -3.05 1.60 0.28
C -2.94 1.97 1.56
C -3.56 3.10 2.08
C -2.08 1.21 2.48
C -2.41 1.21 3.83
C -1.51 0.79 4.80
C -1.92 0.84 6.23
O -3.31 1.04 6.30
C -0.25 0.39 4.33
C -0.03 0.31 2.98
N -0.93 0.65 2.02
H -4.21 6.63 2.92
H -5.35 5.80 1.08
H -5.75 4.86 2.53
H -5.17 4.02 -0.72
H -4.04 1.99 -1.48
H -3.40 3.41 3.10
H -3.38 1.56 4.16
H -1.38 1.68 6.71
H -1.61 -0.08 6.75
H -3.60 1.15 7.21
H 0.54 0.14 5.02
H 0.94 -0.02 2.61
C -7.06 -3.38 -3.67
C -5.91 -2.49 -3.37
C -4.88 -2.92 -2.54
C -3.81 -2.10 -2.24
C -3.77 -0.81 -2.77
C -4.80 -0.35 -3.59
C -5.86 -1.19 -3.88
S -2.46 0.32 -2.28
O -1.77 -0.55 -1.12
C -1.28 0.21 -3.62
C -1.23 -1.01 -4.32
C -0.41 -1.14 -5.40
C 0.47 -0.10 -5.77
C 1.36 -0.25 -6.85
C 2.17 0.78 -7.24
C 2.15 1.99 -6.54
C 1.32 2.17 -5.47
C 0.42 1.14 -5.06
C -0.54 1.32 -4.01
C -0.70 2.74 -3.58
C -1.09 3.67 -4.60
C -1.66 3.25 -5.82
C -2.07 4.16 -6.76
C -1.92 5.54 -6.52
C -1.36 5.99 -5.36
C -0.94 5.07 -4.37
C -0.34 5.53 -3.18
C -0.06 4.65 -2.18
C -0.27 3.27 -2.37
S -0.54 2.36 -0.87
O 0.30 1.02 -0.91
C 0.29 3.19 0.49
C -0.32 4.31 1.07
C 0.22 4.85 2.22
C 1.34 4.28 2.83
C 1.89 4.85 4.09
C 1.92 3.15 2.24
C 1.40 2.60 1.08
H -6.78 -4.43 -3.64
H -7.50 -3.15 -4.63
H -7.83 -3.24 -2.91
H -4.93 -3.91 -2.12
H -3.01 -2.43 -1.59
H -4.77 0.65 -4.00
H -6.66 -0.84 -4.50
H -1.89 -1.81 -4.03
H -0.41 -2.05 -5.99
H 1.39 -1.20 -7.37
H 2.83 0.67 -8.09
H 2.80 2.80 -6.84
H 1.34 3.11 -4.94
H -1.78 2.19 -6.01
H -2.51 3.82 -7.68
H -2.25 6.25 -7.27
H -1.23 7.05 -5.18
H -0.13 6.58 -3.07
H 0.38 4.99 -1.26
H -1.19 4.75 0.61
H -0.22 5.73 2.64
H 1.08 5.18 4.74
H 2.49 5.74 3.87
H 2.52 4.15 4.61
H 2.79 2.70 2.69
H 1.88 1.75 0.60
O 0.57 -1.35 0.60
P 0.93 -2.89 0.53
C 1.88 -3.06 -1.05
C 1.88 -4.50 -1.61
C 0.88 -4.65 -2.74
C 1.29 -3.76 -3.92
C 1.91 -2.44 -3.44
C 1.35 -2.04 -2.07
C 1.82 -3.28 2.13
C 2.81 -2.18 2.53
C 4.15 -2.26 1.81
C 4.78 -3.64 1.96
C 3.82 -4.72 1.45
C 2.49 -4.66 2.19
C -0.77 -3.64 0.43
C -0.83 -5.17 0.53
C -2.27 -5.60 0.85
C -2.66 -5.17 2.26
C -1.93 -3.88 2.68
C -1.72 -2.98 1.46
H 2.91 -2.78 -0.80
H 1.69 -5.23 -0.82
H 2.87 -4.72 -2.02
H -0.12 -4.39 -2.40
H 0.85 -5.69 -3.07
H 0.41 -3.57 -4.53
H 2.01 -4.28 -4.54
H 1.72 -1.65 -4.16
H 2.99 -2.54 -3.35
H 0.25 -2.05 -2.11
H 1.67 -1.03 -1.79
H 0.98 -3.26 2.85
H 2.99 -2.30 3.61
H 2.37 -1.19 2.36
H 4.82 -1.51 2.23
H 4.01 -2.02 0.75
H 5.02 -3.82 3.00
H 5.71 -3.68 1.39
H 4.27 -5.70 1.61
H 3.67 -4.60 0.38
H 2.67 -4.87 3.24
H 1.83 -5.44 1.82
H -1.11 -3.34 -0.58
H -0.19 -5.54 1.33
H -0.51 -5.63 -0.40
H -2.36 -6.68 0.76
H -2.94 -5.16 0.11
H -2.41 -5.95 2.97
H -3.74 -5.02 2.31
H -0.97 -4.13 3.13
H -2.52 -3.36 3.43
H -1.32 -1.99 1.78
H -2.70 -2.80 1.00
*
```


Density functional theory data (ωB97M-V with the def2-TZVPD basis set) for a structure of composition C64H71N3O3S3Zr in a non-equilibrium geometry.

- Calculated total energy: -111888.127 eV
- F_max: 1.8 eV Å⁻¹
- Kohn-Sham gap: 0.24178 Ha
- Highest occupied orbital energy: -16.7 eV

```
! RIJCOSX wB97M-V def2-TZVPD def2/J DEFGRID3
* xyz 4 1
Zr -0.49 0.89 -0.54
N 1.16 1.37 -2.28
C 1.89 2.65 -2.14
C 2.10 2.92 -0.65
N 0.82 2.77 0.06
C -0.04 3.96 -0.04
C -1.23 3.78 0.92
N -1.68 2.36 0.91
H 0.88 1.27 -3.26
H 1.88 0.65 -2.15
H 2.87 2.61 -2.62
H 1.32 3.46 -2.60
H 2.81 2.20 -0.23
H 2.53 3.92 -0.52
H 1.04 2.66 1.06
H 0.51 4.87 0.23
H -0.39 4.04 -1.07
H -0.94 4.10 1.93
H -2.04 4.42 0.59
H -1.43 1.92 1.80
H -2.70 2.36 0.88
C -3.17 -2.41 3.30
C -2.72 -1.87 1.98
C -3.22 -0.64 1.53
C -4.08 0.20 2.45
C -3.00 -0.22 0.20
C -3.92 0.83 -0.43
C -2.24 -1.06 -0.66
C -2.22 -0.82 -2.16
C -1.77 -2.31 -0.21
C -1.31 -3.29 -1.25
C -1.95 -2.68 1.13
C -1.41 -3.99 1.62
H -4.22 -2.70 3.22
H -3.09 -1.67 4.10
H -2.62 -3.29 3.60
H -3.54 1.10 2.76
H -4.35 -0.33 3.35
H -5.01 0.50 1.98
H -4.66 0.29 -1.02
H -3.42 1.55 -1.08
H -4.49 1.38 0.31
H -2.94 -1.50 -2.64
H -1.23 -1.05 -2.58
H -2.51 0.19 -2.42
H -0.51 -2.89 -1.87
H -2.14 -3.53 -1.91
H -0.97 -4.23 -0.82
H -2.19 -4.76 1.61
H -1.05 -3.91 2.64
H -0.57 -4.35 1.02
C 3.40 -7.41 -0.88
C 2.91 -6.01 -0.98
C 2.45 -5.50 -2.20
C 2.02 -4.20 -2.30
C 2.02 -3.37 -1.17
C 2.46 -3.86 0.05
C 2.90 -5.16 0.13
S 1.69 -1.68 -1.63
O 0.59 -0.93 -0.78
C 3.15 -0.77 -1.09
C 3.84 -0.28 -2.23
C 4.96 0.48 -2.11
C 5.38 0.92 -0.84
C 6.55 1.69 -0.67
C 6.96 2.09 0.57
C 6.17 1.78 1.69
C 5.04 1.01 1.57
C 4.64 0.51 0.31
C 3.57 -0.46 0.18
C 3.36 -1.15 1.48
C 4.58 -1.80 1.90
C 5.57 -2.20 0.98
C 6.73 -2.77 1.40
C 6.99 -2.97 2.77
C 6.05 -2.61 3.69
C 4.82 -2.04 3.28
C 3.83 -1.67 4.20
C 2.61 -1.24 3.77
C 2.34 -0.99 2.41
S 0.59 -0.86 1.92
O 0.33 0.54 1.27
C -0.16 -0.60 3.53
C -0.50 0.68 3.95
C -1.08 0.87 5.19
C -1.28 -0.20 6.05
C -1.86 -0.01 7.41
C -0.89 -1.48 5.63
C -0.36 -1.68 4.38
H 3.01 -8.03 -1.69
H 3.14 -7.86 0.07
H 4.49 -7.42 -0.96
H 2.45 -6.13 -3.08
H 1.68 -3.82 -3.25
H 2.46 -3.23 0.93
H 3.27 -5.54 1.08
H 3.50 -0.61 -3.21
H 5.54 0.74 -2.98
H 7.13 1.94 -1.55
H 7.87 2.64 0.70
H 6.47 2.13 2.67
H 4.46 0.78 2.44
H 5.40 -2.08 -0.09
H 7.47 -3.09 0.68
H 7.93 -3.40 3.08
H 6.21 -2.77 4.74
H 4.02 -1.76 5.26
H 1.85 -1.04 4.51
H -0.26 1.53 3.32
H -1.35 1.86 5.51
H -2.32 0.97 7.52
H -1.06 -0.10 8.15
H -2.60 -0.78 7.64
H -0.99 -2.30 6.32
H -0.05 -2.67 4.07
O -1.50 2.06 -2.01
S -1.33 2.89 -3.34
C -1.75 1.70 -4.72
C -3.16 1.66 -5.23
C -4.23 1.22 -4.45
C -5.50 1.14 -4.99
C -5.72 1.47 -6.32
C -4.66 1.92 -7.09
C -3.39 2.03 -6.55
C -2.69 4.15 -3.58
C -3.73 4.35 -2.53
C -3.48 5.15 -1.42
C -4.50 5.47 -0.54
C -5.78 4.98 -0.75
C -6.04 4.17 -1.84
C -5.02 3.86 -2.73
H -1.42 0.72 -4.35
H -1.09 2.02 -5.52
H -4.08 0.97 -3.41
H -6.32 0.80 -4.38
H -6.71 1.39 -6.74
H -4.82 2.18 -8.13
H -2.58 2.38 -7.17
H -3.16 3.87 -4.52
H -2.12 5.07 -3.72
H -2.50 5.59 -1.29
H -4.30 6.14 0.28
H -6.58 5.26 -0.08
H -7.04 3.81 -2.02
H -5.25 3.29 -3.61
*
```


Density functional theory data (ωB97M-V with the def2-TZVPD basis set) for a cluster of 14 separate species, C64H76O38 in total in a non-equilibrium geometry.

- Calculated total energy: -145402.086 eV
- F_max: 4.9 eV Å⁻¹
- Kohn-Sham gap: 0.30639 Ha
- Highest occupied orbital energy: -9.9 eV

```
! RIJCOSX wB97M-V def2-TZVPD def2/J DEFGRID3
* xyz 0 1
C 15.48 20.13 19.45
C 16.64 20.10 20.07
C 17.14 21.35 20.75
O 18.14 21.29 21.46
C 16.51 22.63 20.49
C 15.36 22.63 19.82
C 14.80 21.39 19.20
O 14.02 21.43 18.28
H 15.03 19.29 19.00
H 17.25 19.20 20.13
H 16.98 23.52 20.92
H 14.84 23.51 19.51
C 20.83 14.60 17.29
C 20.71 13.45 18.08
C 21.65 12.41 17.96
O 21.40 11.32 18.46
C 22.88 12.57 17.21
C 23.16 13.77 16.68
C 22.09 14.82 16.54
O 22.21 15.82 15.86
H 20.10 15.32 17.29
H 19.81 13.32 18.65
H 23.43 11.64 17.11
H 24.09 13.87 16.11
C 11.84 15.17 11.90
C 12.28 14.09 12.57
C 11.50 12.78 12.55
O 11.89 11.75 13.05
C 10.08 12.87 11.95
C 9.72 13.98 11.30
C 10.58 15.18 11.13
O 10.14 16.19 10.60
H 12.47 16.05 11.94
H 13.21 14.00 13.08
H 9.35 12.05 12.01
H 8.76 14.14 10.69
C 11.50 20.16 15.42
C 10.68 20.50 14.42
C 9.98 19.45 13.62
O 9.06 19.73 12.89
C 10.44 18.01 13.88
C 11.31 17.73 14.87
C 11.85 18.75 15.80
O 12.67 18.52 16.63
H 12.04 20.83 16.08
H 10.55 21.55 14.15
H 10.00 17.34 13.18
H 11.67 16.77 15.17
C 14.90 16.99 14.93
C 14.81 16.16 16.23
C 15.23 14.67 16.03
O 16.68 14.70 16.30
C 16.86 15.67 17.21
O 17.85 15.79 17.80
O 15.80 16.53 17.28
H 14.61 18.00 15.21
H 14.29 16.60 14.12
H 15.92 17.00 14.57
H 13.84 16.04 16.64
H 14.98 14.31 15.05
H 14.79 14.07 16.82
C 18.50 18.14 14.68
C 19.49 18.97 13.97
C 20.92 18.42 13.92
O 21.18 18.15 12.54
C 20.04 18.25 11.88
O 19.81 17.89 10.78
O 19.09 18.87 12.58
H 18.83 17.95 15.66
H 18.41 17.23 14.11
H 17.51 18.57 14.65
H 19.41 19.99 14.28
H 21.09 17.54 14.48
H 21.66 19.24 14.24
C 14.83 11.36 20.98
C 15.33 10.80 19.74
C 14.40 11.10 18.54
O 15.38 11.54 17.52
C 16.53 11.87 18.15
O 17.52 12.24 17.58
O 16.46 11.52 19.46
H 13.83 10.89 21.25
H 14.56 12.43 20.88
H 15.54 11.22 21.80
H 15.59 9.76 19.82
H 13.76 11.98 18.72
H 13.88 10.29 18.15
C 10.68 20.66 9.33
C 10.92 19.49 10.20
C 11.82 18.39 9.65
O 12.62 18.02 10.70
C 12.62 19.00 11.63
O 13.31 18.95 12.62
O 11.78 20.00 11.37
H 10.24 21.57 9.86
H 9.94 20.36 8.59
H 11.63 20.83 8.80
H 10.02 19.14 10.60
H 12.50 18.75 8.85
H 11.30 17.54 9.31
C 15.35 8.27 13.76
C 15.96 8.01 12.38
C 15.72 9.12 11.39
O 16.87 9.84 11.38
C 17.84 9.20 12.13
O 18.92 9.75 12.33
O 17.37 8.05 12.55
H 14.32 8.51 13.54
H 15.86 9.16 14.15
H 15.32 7.38 14.41
H 15.77 7.00 11.99
H 14.87 9.85 11.64
H 15.58 8.69 10.40
C 15.58 21.38 13.16
C 16.27 22.25 14.21
C 15.44 22.27 15.48
O 16.33 21.51 16.34
C 17.58 21.36 15.82
O 18.53 20.84 16.35
O 17.60 21.93 14.61
H 14.58 21.86 12.93
H 15.41 20.32 13.46
H 16.22 21.42 12.30
H 16.25 23.27 13.78
H 14.56 21.63 15.37
H 15.33 23.21 15.95
C 18.97 13.26 9.85
C 18.40 13.00 11.27
C 18.78 14.02 12.38
O 17.53 14.57 12.81
C 16.53 14.09 12.02
O 15.35 14.36 12.11
O 16.92 13.20 11.12
H 18.64 12.48 9.14
H 20.07 13.33 9.87
H 18.63 14.25 9.50
H 18.50 11.98 11.60
H 19.42 14.78 11.93
H 19.28 13.49 13.15
C 14.95 16.55 21.93
C 15.38 16.24 20.53
C 16.14 14.89 20.25
O 15.25 14.26 19.28
C 14.00 14.86 19.30
O 13.07 14.36 18.76
O 14.17 16.13 19.73
H 14.34 15.61 22.26
H 14.47 17.49 22.09
H 15.83 16.57 22.55
H 15.94 17.08 20.06
H 16.13 14.19 21.11
H 17.11 15.08 19.76
C 16.18 17.53 11.68
C 16.52 18.06 10.37
C 16.38 17.02 9.23
O 16.10 17.85 8.10
C 15.54 18.99 8.50
O 14.99 19.84 7.85
O 15.60 19.09 9.88
H 16.01 18.43 12.37
H 17.03 16.97 12.08
H 15.27 16.94 11.77
H 17.57 18.47 10.31
H 15.55 16.29 9.42
H 17.35 16.52 9.15
C 19.11 8.37 15.66
C 18.89 9.89 15.85
C 19.80 10.96 15.17
O 18.86 11.93 14.71
C 17.60 11.45 14.83
O 16.65 12.02 14.34
O 17.58 10.24 15.37
H 19.03 7.98 14.67
H 18.35 7.90 16.30
H 20.16 8.12 16.03
H 18.95 10.04 16.96
H 20.34 10.59 14.35
H 20.47 11.48 15.89
*
```